No. 1
18
Properties=species:S:1:pos:R:3:forces:R:3:nbo_charge:R:1 method="wB97M-V/def2-TZVPD" homo_ev=-9.25 spin_multiplicity=1 de_lowest_kcal_mol=21.9
O 3.420 -0.221 1.343 -0.6 0.5 0.8 -0.57
C 2.327 -0.481 0.923 1.2 -1.4 -1.3 0.80
O 2.217 -1.015 -0.330 -0.8 0.0 -1.1 -0.73
C 0.952 -0.306 1.460 -0.9 1.2 1.5 -0.53
C 0.395 0.989 0.743 -0.2 -0.7 -0.1 -0.41
C -0.877 0.836 -0.090 1.7 -0.5 0.6 -0.20
C -1.081 -0.141 -0.970 -0.6 1.4 -0.1 -0.19
C -2.415 -0.295 -1.582 -1.8 -0.7 0.6 -0.65
H 2.939 -0.822 -0.960 0.0 -0.1 1.1 0.50
H 0.946 -0.176 2.552 0.6 0.5 -0.3 0.23
H 0.242 -1.126 1.417 0.4 -0.4 -1.1 0.25
H 1.209 1.348 0.107 -0.2 0.4 0.1 0.22
H 0.158 1.734 1.496 0.4 0.1 0.1 0.21
H -1.558 1.639 0.163 -0.7 -0.4 -0.4 0.20
H -0.316 -0.823 -1.306 0.3 -0.2 0.5 0.22
H -2.458 -0.689 -2.597 0.1 0.2 0.0 0.22
H -3.122 0.534 -1.435 0.7 0.5 -0.5 0.22
H -2.977 -0.987 -0.935 0.3 -0.6 -0.4 0.22



No. 2
52
Properties=species:S:1:pos:R:3:forces:R:3:mulliken_charge:R:1 method="wB97M-V/def2-TZVPD" total_charge=+2 homo_ev=-13.22 spin_multiplicity=1 de_lowest_kcal_mol=123.8
Sr 0.469 2.578 -1.864 -0.6 -2.5 1.1 1.24
Sr 1.917 5.289 0.996 -1.1 -2.2 0.5 1.79
O 0.680 3.087 0.759 1.7 2.0 -1.0 -0.76
C 0.434 1.834 1.402 -1.6 -0.9 0.3 -0.16
C 0.492 0.522 0.534 2.0 0.7 -1.2 0.10
O -0.088 0.378 -0.742 -0.1 5.1 1.4 -0.29
H -0.552 1.899 1.884 -0.2 0.2 -0.3 0.11
H 1.092 1.636 2.257 0.5 0.2 -0.4 0.10
H 0.305 -0.360 1.157 -0.1 0.8 -0.3 -0.59
H 1.589 0.473 0.342 0.3 -0.2 0.3 -0.21
Br -4.081 -0.068 -5.560 0.2 -0.3 0.2 -0.13
C -3.070 -0.900 -4.120 0.3 0.7 0.1 -0.62
C -2.671 0.107 -3.051 -0.4 -0.4 -0.1 0.52
Br -1.547 1.565 -3.856 -0.6 -0.2 0.0 -0.25
H -2.167 -1.392 -4.476 -0.6 0.3 -0.7 0.44
H -3.705 -1.650 -3.653 -0.1 0.0 0.0 0.49
H -2.041 -0.339 -2.282 -0.1 0.2 -0.1 -0.78
H -3.552 0.557 -2.602 0.2 0.5 -0.1 0.43
Br -0.852 -2.451 4.154 0.7 0.6 -0.2 -0.07
C 0.104 -0.804 3.492 -1.4 -1.5 0.8 0.26
C -0.073 0.331 4.487 -0.5 -0.9 -0.4 -0.59
Br -1.970 0.720 4.750 0.3 0.5 -0.2 -0.12
H -0.347 -0.685 2.514 -0.1 0.3 0.6 -0.41
H 1.149 -1.095 3.430 -1.3 -0.2 -0.3 0.26
H 0.470 1.203 4.128 -0.2 0.2 0.3 0.33
H 0.259 0.003 5.467 0.3 0.2 0.0 0.58
Br -2.953 2.497 -0.225 -0.5 0.2 0.4 -0.14
C -4.011 1.245 0.931 0.4 -0.4 0.5 -0.59
C -3.131 0.014 1.041 -0.5 -0.1 -0.5 0.38
Br -3.982 -1.408 2.085 0.1 0.5 -0.4 -0.05
H -4.961 1.120 0.426 0.1 -0.2 -0.2 0.47
H -4.205 1.641 1.926 0.3 0.6 -0.2 0.45
H -2.185 0.256 1.513 -0.1 0.0 0.1 -0.42
H -2.946 -0.347 0.033 0.1 -0.4 0.2 -0.04
Br 3.618 1.494 -2.152 0.1 0.3 -0.2 -0.21
C 3.472 -0.473 -2.045 0.1 0.2 0.8 0.29
C 3.057 -1.125 -3.333 0.9 1.8 -1.4 -0.90
Br 1.213 -0.553 -3.809 2.7 1.3 -1.9 0.05
H 2.780 -0.604 -1.216 0.4 0.5 -0.4 -0.52
H 4.446 -0.852 -1.735 0.2 0.3 -0.1 0.50
H 3.164 -2.206 -3.308 -0.2 0.3 -0.3 0.65
H 3.744 -0.756 -4.095 -0.3 0.1 -0.4 0.45
C 0.131 -1.784 -1.618 -1.1 -1.3 0.2 0.44
Cl 1.759 -2.392 -1.625 -1.8 -3.5 2.4 -0.21
Cl -0.735 -2.081 -0.085 0.1 -1.3 -0.7 -0.06
Cl -0.793 -2.380 -3.001 -0.5 -1.9 0.8 -0.22
H 0.216 -0.706 -1.729 -0.2 -0.9 0.4 -0.02
C 3.916 -0.628 2.404 0.9 -0.4 0.3 0.85
Cl 4.911 0.826 2.172 -0.1 0.2 -0.1 -0.15
Cl 2.941 -0.453 3.867 1.9 0.4 0.1 -0.12
Cl 5.000 -2.041 2.506 -0.6 0.4 0.0 -0.10
H 3.292 -0.741 1.527 -0.2 0.0 0.1 -0.48



No. 3
18
Properties=species:S:1:pos:R:3:forces:R:3:nbo_charge:R:1 method="wB97M-V/def2-TZVPD" homo_ev=-8.75 spin_multiplicity=1 de_lowest_kcal_mol=78.9
N -0.282 -1.571 1.823 -1.0 -1.0 0.9 -0.85
C -0.874 -0.502 1.270 -3.7 -1.7 -1.9 0.65
C -0.234 0.086 0.031 0.3 1.0 0.7 0.00
C 0.173 -0.917 -1.054 -0.1 -0.3 0.3 -0.06
O 0.919 -0.127 -1.975 -0.1 0.0 -0.2 -0.51
C 1.350 1.027 -1.298 0.2 0.3 0.1 0.06
C 0.277 1.943 -0.739 0.1 0.3 -0.1 -0.06
N -0.977 1.217 -0.572 0.1 0.1 0.0 -0.56
C 1.026 0.979 0.155 0.3 0.0 0.1 -0.29
H 0.795 -1.727 -0.638 -0.2 0.2 -0.1 0.18
H -0.695 -1.348 -1.569 0.2 0.1 0.1 0.20
H 2.287 1.445 -1.662 -0.3 -0.1 0.1 0.22
H 0.320 3.032 -0.783 0.0 -0.3 0.0 0.21
H -1.454 0.988 -1.443 0.1 0.0 0.1 0.36
H 1.685 1.120 1.009 -0.2 0.0 -0.3 0.23
O -2.110 -0.492 1.411 1.3 1.3 -0.3 -0.60
H 0.697 -1.487 2.060 -0.3 -1.0 0.4 0.40
H -1.142 -2.175 2.159 3.2 1.2 0.1 0.45



No. 4
122
Properties=species:S:1:pos:R:3:forces:R:3:mulliken_charge:R:1 method="wB97M-V/def2-TZVPD" total_charge=-1 homo_ev=-3.11 spin_multiplicity=1
C -0.733 -1.102 3.250 0.7 -1.4 -0.8 -0.53
C -0.431 -1.273 1.609 1.5 2.3 2.9 0.23
O -1.641 -1.044 0.938 1.2 -0.5 0.5 -0.14
P -2.309 -2.154 -0.148 -1.1 -0.5 -3.3 0.43
S -2.083 -3.870 1.174 3.1 -2.9 1.6 -0.35
C -0.629 -2.526 -1.064 1.4 -0.8 -1.1 -0.31
C -0.876 -3.387 -2.477 0.8 0.1 0.5 -0.41
C -1.095 -4.992 -2.234 -0.1 -0.9 -1.1 -0.56
C 0.143 -5.761 -1.482 -0.2 0.9 1.8 -0.24
N 1.478 -5.045 -1.743 -0.3 -1.4 0.1 -0.53
C -4.106 -1.997 0.595 -0.8 0.0 -1.1 -0.84
N -4.468 -3.355 1.151 -3.6 1.8 0.0 0.03
C -5.559 -3.229 2.193 -1.0 -0.8 -0.2 -0.78
C -2.730 -0.786 -1.449 -1.0 1.2 -1.4 -1.15
C -3.438 0.548 -0.860 1.0 1.9 -1.6 0.61
C -2.569 1.846 -1.457 0.5 0.0 1.5 -0.95
O -4.836 0.781 -1.325 0.8 -1.1 -0.5 -0.44
H 0.306 -0.869 3.734 -2.0 -0.2 -0.6 0.36
H -1.567 -0.299 3.465 1.8 -1.7 -0.4 0.22
H -1.037 -2.194 3.613 0.3 2.5 -0.6 -0.25
H 0.322 -0.374 1.377 -1.4 -1.8 0.2 -0.42
H 0.192 -2.236 1.525 -1.6 1.2 -0.5 0.14
H -2.886 -3.099 -1.082 -0.3 -0.2 0.0 0.18
H -2.289 -5.068 0.472 0.0 1.5 0.5 0.06
H 0.100 -3.183 -0.430 -1.3 1.3 -1.2 0.05
H -0.062 -1.539 -1.340 -0.9 -1.6 0.4 0.00
H -1.772 -2.978 -3.109 1.6 -0.7 1.3 0.28
H 0.119 -3.242 -3.107 -2.1 -0.5 1.2 0.42
H -1.179 -5.484 -3.318 0.1 1.0 2.1 0.34
H -2.120 -5.264 -1.693 2.3 0.8 -1.0 0.12
H 0.199 -6.919 -1.678 -0.3 2.2 0.0 0.33
H -0.035 -5.645 -0.307 0.2 -0.3 -2.5 0.05
H 1.980 -4.857 -0.848 -0.6 -0.5 -1.2 0.17
H 2.080 -5.594 -2.395 -0.7 0.7 1.0 0.21
H -4.155 -1.112 1.359 -0.3 -1.9 -1.2 0.17
H -4.799 -1.835 -0.363 1.3 0.3 2.1 0.13
H -4.888 -3.920 0.355 0.8 1.0 1.3 0.26
H -5.434 -2.284 2.903 -0.2 -2.1 -1.7 0.22
H -5.546 -4.211 2.837 0.0 1.9 -0.9 0.25
H -6.611 -3.227 1.631 1.8 0.4 1.6 0.23
H -1.800 -0.472 -2.111 -1.8 -0.5 1.4 0.11
H -3.501 -1.277 -2.218 1.5 1.0 1.6 0.41
H -3.454 0.688 0.295 0.0 -0.7 -2.2 0.00
H -2.904 2.868 -0.941 0.5 -2.1 -1.3 0.27
H -2.621 1.929 -2.627 0.1 -0.3 2.3 0.27
H -1.453 1.673 -1.071 -2.3 0.4 -1.2 0.07
H -5.014 0.298 -2.184 0.8 0.7 1.6 0.33
C 3.372 6.582 -0.076 0.2 -0.2 0.2 -0.94
C 2.017 6.437 -0.746 0.2 0.4 0.2 -0.27
O 1.779 5.074 -1.120 -0.5 -0.5 0.5 -0.37
C 1.384 4.251 -0.118 0.0 -0.3 0.5 0.73
O 1.208 4.570 1.049 0.2 -0.3 -1.6 -0.59
O 1.244 3.002 -0.628 0.2 1.5 0.2 -0.38
C 0.916 2.013 0.345 -0.2 -0.6 0.4 -0.51
H 4.162 6.165 -0.709 -0.1 0.1 0.0 0.23
H 3.595 7.634 0.123 0.0 -0.1 -0.1 0.41
H 3.405 6.039 0.873 -0.1 0.1 -0.1 0.21
H 2.003 7.026 -1.668 -0.1 -0.4 0.0 0.32
H 1.208 6.814 -0.109 0.1 -0.3 0.0 0.31
H 0.038 2.306 0.931 0.3 0.0 -0.1 0.39
H 1.775 1.835 0.999 -0.2 0.1 0.0 0.47
H 0.682 1.084 -0.181 0.1 0.3 -0.1 -0.05
C 10.062 3.829 -0.711 0.0 -0.2 0.3 -1.11
C 8.992 4.792 -1.194 0.6 0.1 -0.1 -0.26
O 7.700 4.399 -0.715 -0.5 0.4 0.9 -0.23
C 7.427 4.724 0.572 0.4 0.0 0.3 0.62
O 8.171 5.321 1.337 -1.1 -0.8 -1.1 -0.58
O 6.194 4.248 0.875 1.0 0.4 -0.5 -0.19
C 5.816 4.445 2.236 -0.3 0.1 0.5 -0.72
H 9.800 2.799 -0.974 0.0 0.2 -0.1 0.28
H 11.032 4.073 -1.153 -0.1 0.0 0.0 0.36
H 10.163 3.862 0.378 0.0 0.1 -0.2 0.32
H 8.947 4.766 -2.287 -0.3 -0.1 0.2 0.32
H 9.217 5.826 -0.905 -0.2 -0.2 0.1 0.33
H 5.923 5.494 2.531 0.1 -0.2 -0.1 0.33
H 6.414 3.798 2.885 0.0 0.2 -0.1 0.32
H 4.764 4.165 2.340 0.2 0.0 -0.3 0.19
C 5.982 1.861 -2.920 0.2 0.2 -0.2 -0.87
C 6.153 0.364 -3.105 -0.2 0.3 0.7 -0.28
O 6.445 0.051 -4.473 1.2 -0.1 -0.6 -0.33
C 7.728 0.257 -4.861 0.0 0.4 0.6 0.76
O 8.637 0.668 -4.154 -1.2 -0.6 -1.1 -0.56
O 7.824 -0.045 -6.180 -0.1 0.1 0.9 -0.33
C 9.109 0.214 -6.740 0.4 0.0 -0.2 -0.62
H 5.237 2.253 -3.620 0.0 -0.2 0.2 0.32
H 5.665 2.091 -1.899 0.0 0.0 -0.1 0.27
H 6.916 2.394 -3.118 -0.1 -0.1 0.1 0.23
H 5.215 -0.143 -2.858 0.2 0.0 -0.4 0.33
H 6.923 -0.042 -2.439 0.0 0.1 -0.3 0.29
H 9.902 -0.270 -6.161 -0.2 0.2 0.0 0.29
H 9.278 1.294 -6.800 0.1 -0.2 0.1 0.28
H 9.126 -0.196 -7.754 -0.3 0.0 0.2 0.22
C -2.504 -5.028 10.023 -0.1 -0.3 -0.2 -1.08
C -1.753 -3.797 9.548 -0.4 0.0 0.3 -0.17
O -0.874 -4.125 8.464 -0.2 0.1 -0.7 -0.36
C -1.462 -4.250 7.249 -0.6 -0.2 -0.5 0.74
O -2.650 -4.099 7.005 1.8 -0.2 0.5 -0.57
O -0.506 -4.600 6.352 -0.7 0.4 1.3 -0.33
C -1.008 -4.852 5.042 -0.2 0.0 -0.8 -0.44
H -1.806 -5.836 10.264 0.0 0.2 0.1 0.29
H -3.101 -4.798 10.910 0.1 0.0 -0.1 0.35
H -3.174 -5.408 9.246 0.1 0.2 0.1 0.31
H -1.126 -3.417 10.360 0.2 -0.1 -0.3 0.28
H -2.438 -2.989 9.264 0.1 -0.3 -0.1 0.31
H -1.610 -4.013 4.677 0.0 -0.3 0.1 0.11
H -1.592 -5.777 5.039 -0.1 0.2 0.0 0.30
H -0.154 -4.979 4.370 -0.1 0.1 0.3 0.25
C -7.057 2.738 -2.695 -0.1 -0.3 0.1 -0.96
C -8.355 3.429 -3.073 0.6 0.3 0.4 -0.32
O -9.217 2.536 -3.790 -1.0 -0.7 0.4 -0.34
C -9.900 1.643 -3.032 0.5 0.1 0.7 0.77
O -9.850 1.546 -1.814 -0.3 0.2 -1.9 -0.56
O -10.628 0.855 -3.861 0.4 0.7 0.4 -0.33
C -11.330 -0.192 -3.195 -0.3 -0.4 0.2 -0.62
H -6.583 2.299 -3.579 0.0 0.2 0.0 0.27
H -6.362 3.444 -2.233 -0.1 -0.1 -0.1 0.37
H -7.234 1.919 -1.991 0.1 0.2 0.0 0.31
H -8.140 4.267 -3.742 -0.3 -0.3 -0.1 0.29
H -8.865 3.841 -2.194 0.0 -0.3 -0.1 0.32
H -11.942 0.197 -2.375 0.3 -0.1 -0.1 0.29
H -10.621 -0.940 -2.828 -0.1 0.2 0.1 0.29
H -11.994 -0.671 -3.921 0.3 0.3 -0.1 0.22



No. 5
9
Properties=species:S:1:pos:R:3:forces:R:3:nbo_charge:R:1 method="wB97M-V/def2-TZVPD" homo_ev=-8.31 spin_multiplicity=1 de_lowest_kcal_mol=30.7
C 0.498 -0.594 -0.749 1.2 -0.1 -1.4 -0.58
C 0.278 0.738 -0.319 -0.5 1.0 -0.5 -0.28
C -0.116 -1.556 -0.101 1.5 -1.1 -1.9 0.73
C -0.469 0.907 0.712 0.0 0.2 1.7 0.22
O -0.536 -2.534 0.333 -0.8 -0.4 0.8 -0.42
F -0.713 2.094 1.254 -0.6 0.4 0.3 -0.32
H 1.240 -0.704 -1.568 -0.8 -0.9 0.8 0.28
H 0.530 1.624 -0.818 0.9 0.8 -1.1 0.23
H -0.712 0.024 1.256 -0.9 0.0 1.2 0.14



Number 1: DFT total energy -385.067563 Ha. Number 2: DFT total energy -24034.911903 Ha. Number 3: DFT total energy -493.321181 Ha. Number 4: DFT total energy -3351.110991 Ha. Number 5: DFT total energy -329.237030 Ha.